[1]
{
  "formula": "C34H28EuN7O2",
  "method": "wB97M-V/def2-TZVPD",
  "s_squared": 15.76,
  "lumo_ev": [-3.14, -3.12],
  "total_charge": 1,
  "homo_lumo_gap_ev": [5.42, 5.44],
  "spin_multiplicity": 8,
  "elements": ["Eu", "C", "N", "C", "C", "C", "C", "C", "C", "N", "C", "C", "C", "C", "C", "C", "N", "C", "C", "C", "C", "C", "N", "H", "H", "H", "H", "H", "H", "H", "H", "H", "H", "H", "H", "H", "H", "H", "H", "H", "H", "O", "C", "O", "C", "C", "C", "N", "C", "C", "C", "C", "C", "C", "C", "N", "C", "C", "C", "C", "C", "N", "H", "H", "H", "H", "H", "H", "H", "H", "H", "H"],
  "xyz": [[1.46500, 1.20342, 17.19936], [-0.80203, 2.16464, 14.84603], [-0.75193, 2.43218, 16.34859], [-1.94161, 1.79560, 16.95426], [-1.83281, 0.26027, 17.01548], [-3.01065, -0.47242, 16.79830], [-2.95368, -1.88368, 16.86390], [-1.73127, -2.49308, 17.12820], [-0.62039, -1.66652, 17.30254], [-0.62503, -0.33381, 17.21310], [-0.79546, 3.90837, 16.59926], [0.47804, 4.44666, 17.21980], [0.69711, 5.84524, 17.30500], [1.95292, 6.29713, 17.73721], [2.86083, 5.37362, 18.26932], [2.47784, 4.04204, 18.31061], [1.35684, 3.58262, 17.78054], [0.43540, 2.78131, 14.26654], [0.33652, 3.89741, 13.37691], [1.48998, 4.53212, 12.97655], [2.69845, 3.93142, 13.34323], [2.70608, 2.89305, 14.26785], [1.58336, 2.33051, 14.75633], [-1.73733, 2.55215, 14.41361], [-0.79819, 1.07571, 14.69763], [-2.86979, 2.03069, 16.39081], [-2.03699, 2.17355, 17.96467], [-3.94846, 0.06528, 16.74896], [-3.83796, -2.48269, 16.66890], [-1.58563, -3.56254, 17.17978], [0.34601, -2.13940, 17.46148], [-1.67597, 4.25263, 17.15762], [-0.83754, 4.40229, 15.62277], [-0.09297, 6.59813, 17.12530], [2.18215, 7.35876, 17.67003], [3.81662, 5.68411, 18.65123], [3.16067, 3.29403, 18.76926], [-0.65031, 4.16912, 12.91609], [1.40276, 5.43023, 12.35959], [3.63546, 4.34484, 13.02327], [3.61445, 2.38654, 14.49737], [8.42853, 0.71395, 20.17078], [7.33485, 0.95080, 20.72129], [7.36184, 1.34049, 21.92988], [6.04113, 0.64175, 20.00799], [5.97569, 0.23972, 18.64362], [4.72077, 0.14074, 17.98969], [3.54158, 0.52058, 18.58675], [3.56800, 0.81676, 19.93033], [4.80693, 0.94789, 20.62521], [2.24913, 0.94690, 20.55431], [2.13063, 0.90787, 21.93201], [0.91795, 1.08096, 22.60997], [-0.20909, 1.17357, 21.80968], [-0.03469, 1.24308, 20.43216], [1.13762, 1.09003, 19.75145], [4.59314, -0.32441, 16.61576], [5.68080, -0.90360, 15.96611], [5.64999, -1.35164, 14.65881], [4.47963, -1.15009, 13.97677], [3.39508, -0.57154, 14.63157], [3.37432, -0.22630, 15.94388], [6.85918, 0.17567, 18.04940], [4.80560, 1.37766, 21.61903], [3.02655, 0.81948, 22.53119], [0.87157, 1.12748, 23.69482], [-1.20048, 1.32124, 22.23214], [-0.91849, 1.40076, 19.82042], [6.58027, -0.98951, 16.54423], [6.50562, -1.81823, 14.22942], [4.35410, -1.37617, 12.93501], [2.44347, -0.44053, 14.10201]],
  "forces_ev_per_a": [[0.5, -1.2, -0.3], [0.2, -0.1, 1.1], [-1.4, 0.3, -0.6], [0.4, -0.8, -0.3], [-0.4, -0.2, -0.6], [0.9, -0.7, 1.0], [0.2, 0.6, -0.2], [0.1, 0.8, -0.1], [0.2, -0.4, -0.3], [-1.3, 0.3, 0.0], [0.7, -0.1, -0.7], [0.4, 0.9, 1.4], [0.2, -0.4, 0.1], [-0.4, -0.5, 0.1], [-0.6, 0.3, -0.4], [1.3, 0.1, 0.5], [-1.1, 1.0, -0.9], [-0.7, 1.4, -0.9], [-1.0, -1.2, 0.1], [0.1, -0.3, -0.2], [-0.1, 0.6, 0.8], [-0.8, -0.1, -1.1], [0.3, 0.4, -0.6], [0.3, 0.1, 0.0], [0.0, 0.2, 0.1], [0.4, 0.1, 0.3], [-0.1, 0.1, 0.3], [0.0, -0.2, -0.4], [0.1, 0.1, 0.1], [-0.2, 0.0, 0.0], [0.0, 0.2, 0.1], [0.2, -0.4, 0.0], [-0.3, 0.1, 0.2], [0.5, -0.7, -0.4], [0.0, -0.2, 0.2], [0.2, 0.0, 0.1], [-0.5, 0.5, -0.3], [1.0, -0.1, 0.9], [0.4, -0.4, 0.1], [0.3, 0.0, -0.2], [0.7, -0.1, 0.5], [-1.1, -0.4, -2.4], [3.8, 0.0, 3.1], [-2.8, 0.1, -1.0], [-1.7, 0.7, -1.2], [-1.5, 0.6, 0.8], [-0.6, 1.2, 2.0], [1.2, -0.9, 1.1], [2.0, -0.4, -1.7], [-0.8, -0.3, -0.7], [-1.5, 0.3, -0.2], [0.1, 0.5, 1.2], [0.3, -0.4, -1.0], [0.0, 0.7, 0.0], [0.6, -0.6, -0.8], [-0.1, 0.3, 2.3], [-1.1, -0.6, -2.4], [0.3, 0.1, 0.7], [-0.5, 0.4, 0.7], [-0.9, 0.5, -0.3], [-0.4, -0.2, 1.1], [1.8, 0.2, -0.2], [0.7, -0.3, 0.2], [0.3, -0.3, 0.1], [0.0, -0.1, -0.1], [0.0, -0.1, -0.2], [0.2, -0.1, -0.1], [0.1, -0.1, -0.1], [0.3, -0.2, 0.0], [0.4, -0.2, -0.3], [0.1, -0.3, -0.3], [0.4, 0.0, 0.2]]
}

[2]
{
  "formula": "C34H28InN4O2",
  "method": "wB97M-V/def2-TZVPD",
  "lumo_ev": -3.02,
  "total_charge": 1,
  "homo_lumo_gap_ev": 6.83,
  "elements": ["In", "C", "O", "C", "C", "C", "C", "C", "C", "N", "N", "C", "C", "O", "C", "C", "C", "C", "C", "C", "C", "C", "H", "H", "H", "H", "H", "H", "H", "H", "H", "H", "H", "H", "H", "C", "C", "C", "C", "N", "C", "C", "C", "C", "C", "C", "C", "H", "H", "H", "H", "H", "H", "H", "H", "C", "C", "C", "C", "N", "C", "C", "H", "H", "H", "H", "H", "H", "H"],
  "xyz": [[-0.39785, -0.08626, -0.01026], [3.23594, -0.33629, -1.75535], [2.31489, 0.37322, -0.94994], [2.62114, 1.65998, -0.59360], [3.65996, 2.42094, -1.10871], [3.89882, 3.69859, -0.62316], [3.10576, 4.24564, 0.37071], [2.07942, 3.49051, 0.90302], [1.83122, 2.20651, 0.43175], [0.90660, 1.36942, 1.05256], [0.88080, 1.45244, 2.31798], [0.46797, 0.52044, 3.15485], [0.51137, -0.88424, 2.82928], [0.56655, -1.33689, 1.64202], [0.60054, -1.78488, 3.94020], [0.44172, -1.37768, 5.22364], [0.23936, -0.00637, 5.55374], [0.00883, 0.42326, 6.86950], [-0.19161, 1.75567, 7.14711], [-0.15440, 2.69651, 6.11713], [0.06907, 2.29814, 4.81998], [0.27421, 0.94773, 4.51798], [4.22625, -0.37259, -1.29388], [3.32063, 0.09779, -2.75815], [2.85384, -1.35458, -1.82668], [4.30935, 2.02408, -1.87253], [4.72754, 4.26144, -1.02068], [3.30192, 5.24359, 0.73453], [1.46225, 3.87040, 1.70196], [0.71744, -2.82795, 3.69016], [0.43913, -2.09518, 6.03336], [-0.00330, -0.30950, 7.66335], [-0.36822, 2.08020, 8.16214], [-0.30936, 3.74205, 6.33557], [0.09690, 3.01678, 4.01492], [-2.83802, -1.79938, -3.75909], [-4.07816, -1.88656, -3.14011], [-4.12912, -1.92253, -1.75868], [-2.94066, -1.79786, -1.03490], [-1.75906, -1.66610, -1.63629], [-1.71050, -1.71077, -2.96162], [-2.97228, -1.74343, 0.43738], [-3.73640, -2.64279, 1.18275], [-3.77290, -2.53751, 2.56132], [-3.12887, -1.48646, 3.19220], [-2.36092, -0.59421, 2.45686], [-2.25273, -0.76643, 1.09709], [-2.75219, -1.79639, -4.83438], [-4.98616, -1.92354, -3.72398], [-5.07469, -1.99626, -1.24024], [-0.72298, -1.66930, -3.39693], [-4.24087, -3.45024, 0.67217], [-4.29855, -3.27888, 3.14269], [-3.18190, -1.35561, 4.26183], [-1.83953, 0.20698, 2.96285], [-1.43541, 2.78087, -6.01398], [-1.08416, 2.28536, -4.65263], [-1.71810, 2.74514, -3.50011], [-1.40216, 2.18471, -2.27593], [-0.49186, 1.23228, -2.13318], [0.15896, 0.81986, -3.21395], [-0.10848, 1.30308, -4.47922], [-2.31925, 3.41135, -5.99061], [-1.62646, 1.94059, -6.68037], [-0.60594, 3.35186, -6.43112], [-2.45617, 3.52943, -3.55705], [-1.90719, 2.48688, -1.36764], [0.90686, 0.05549, -3.04505], [0.43300, 0.92365, -5.33314]],
  "forces_ev_per_a": [[-0.7, -0.1, 1.0], [0.3, -0.2, -0.2], [-0.3, -0.1, 0.0], [-0.2, 0.5, 0.5], [0.0, -0.2, -0.2], [0.0, 0.0, 0.0], [0.1, 0.0, -0.1], [-0.1, -0.1, -0.2], [0.7, 0.7, -0.3], [-1.0, -1.6, -0.8], [0.5, 1.1, 0.5], [-0.1, -0.7, -0.2], [0.2, 0.4, -0.1], [0.0, 0.1, -0.6], [-0.1, -0.4, 0.3], [0.0, -0.2, -0.5], [-0.1, 0.6, 0.0], [0.0, 0.0, -0.1], [0.0, -0.1, 0.1], [0.0, 0.0, -0.1], [0.1, 0.0, 0.0], [0.0, 0.0, 0.5], [-0.1, 0.1, 0.0], [0.0, 0.0, 0.1], [0.0, 0.1, 0.0], [0.0, -0.1, -0.1], [0.1, 0.1, -0.1], [0.0, 0.0, 0.0], [0.0, 0.0, 0.1], [0.0, -0.1, 0.0], [0.1, -0.1, 0.0], [0.0, -0.1, 0.1], [0.0, 0.0, 0.1], [0.0, 0.1, 0.0], [-0.1, 0.1, 0.0], [0.1, 0.0, 0.1], [0.1, 0.0, 0.1], [0.2, 0.0, -0.1], [-0.4, -0.2, 0.1], [0.5, 0.3, 0.4], [-0.1, 0.0, -0.5], [-0.2, -0.1, 0.4], [0.1, 0.1, -0.3], [-0.1, -0.1, 0.0], [0.1, 0.2, 0.1], [-0.3, 0.0, 0.4], [1.2, 0.9, -1.4], [0.1, 0.0, -0.1], [0.0, 0.0, 0.0], [0.0, 0.0, 0.1], [0.0, 0.0, -0.1], [-0.1, -0.1, 0.0], [-0.1, 0.0, 0.0], [-0.1, -0.1, 0.1], [-0.2, -0.1, 0.0], [0.0, 0.1, -0.1], [0.0, -0.2, 0.4], [0.1, -0.1, -0.1], [-0.4, 0.3, 0.1], [0.2, -0.7, 1.1], [0.3, -0.2, -0.5], [0.0, 0.1, 0.1], [0.0, 0.1, 0.0], [0.0, 0.0, 0.0], [0.0, 0.0, -0.1], [-0.1, 0.0, 0.0], [-0.1, 0.1, 0.0], [0.0, 0.0, -0.1], [0.1, -0.1, 0.0]]
}

[3]
{
  "formula": "C34H29AlCl4IN7O3S2",
  "method": "wB97M-V/def2-TZVPD",
  "s_squared": 0.77,
  "lumo_ev": [-3.12, -3.11],
  "total_charge": 1,
  "homo_lumo_gap_ev": [3.98, 5.97],
  "spin_multiplicity": 2,
  "elements": ["Al", "Cl", "C", "C", "C", "I", "C", "O", "C", "N", "C", "C", "C", "C", "H", "H", "H", "H", "Cl", "C", "C", "C", "C", "C", "C", "N", "C", "C", "N", "C", "O", "C", "C", "C", "Cl", "S", "C", "C", "C", "Cl", "C", "H", "H", "H", "H", "H", "H", "H", "H", "H", "H", "H", "H", "H", "O", "N", "C", "C", "C", "C", "C", "H", "H", "H", "H", "H", "C", "C", "C", "N", "N", "C", "N", "S", "H", "H", "H", "H", "H", "H", "H"],
  "xyz": [[-0.22376, -1.90984, 0.08461], [-2.91525, -4.90033, 5.39588], [-1.94888, -3.91435, 4.33259], [-1.14979, -2.93555, 4.88892], [-0.36951, -2.12998, 4.05877], [0.79963, -0.58853, 4.83071], [-0.38988, -2.31982, 2.68892], [0.31931, -1.61435, 1.78907], [-1.22538, -3.30501, 2.14852], [-1.20363, -3.36371, 0.74587], [-2.01970, -4.32610, 0.14557], [-2.81224, -5.16363, 0.88086], [-2.85900, -5.09562, 2.28069], [-2.03045, -4.12842, 2.94403], [-1.13531, -2.80032, 5.96205], [-2.00155, -4.38967, -0.93443], [-3.41797, -5.89216, 0.35504], [-3.50890, -5.74061, 2.85217], [2.15997, 8.32337, 3.49010], [1.26637, 7.08737, 2.67019], [1.93836, 6.10694, 1.96442], [1.19615, 5.13354, 1.31471], [-0.19473, 5.10616, 1.35366], [-0.90280, 4.01012, 0.58975], [-1.70957, 3.05684, 1.46745], [-1.84320, 1.75869, 0.80313], [-2.69788, 1.45342, -0.23627], [-2.35202, 0.20928, -0.65194], [-1.29688, -0.24223, 0.11415], [-1.02139, 0.71681, 0.98260], [-1.74196, 4.54623, -0.42263], [-1.35875, 4.27263, -1.78025], [0.09465, 4.52959, -2.04473], [1.03909, 3.56004, -2.19191], [0.77262, 1.85780, -2.14888], [2.61570, 4.17851, -2.42006], [2.03311, 5.78729, -2.32761], [0.69067, 5.82844, -2.13431], [-0.83359, 6.11354, 2.07337], [-2.56696, 6.17887, 2.20385], [-0.11680, 7.09994, 2.72942], [3.01931, 6.11699, 1.91483], [1.71574, 4.38352, 0.72316], [-0.11436, 3.41445, 0.12643], [-2.70150, 3.45886, 1.65035], [-1.21220, 2.89693, 2.42247], [-3.46684, 2.13503, -0.55896], [-2.80587, -0.40383, -1.41142], [-0.29171, 0.63572, 1.77834], [-1.97306, 4.94424, -2.37555], [-1.60715, 3.24643, -2.05646], [2.72156, 6.61457, -2.42547], [0.12451, 6.74726, -2.03960], [-0.63561, 7.87037, 3.28366], [-0.69369, -2.15031, -1.66864], [-0.69884, -3.01668, -2.64806], [-0.07060, -4.19476, -2.50444], [-0.08555, -5.11194, -3.53666], [-0.75086, -4.81010, -4.70823], [-1.39552, -3.59083, -4.82035], [-1.36054, -2.69892, -3.76801], [0.39699, -4.34524, -1.54473], [0.41623, -6.05976, -3.39996], [-0.77337, -5.51995, -5.52571], [-1.93675, -3.31764, -5.71591], [-1.83157, -1.72824, -3.76274], [3.99931, -4.67215, -1.74851], [3.44011, -4.31145, -0.36592], [3.03106, -2.87577, -0.27746], [1.83012, -2.44362, -0.40473], [1.68468, -1.06896, -0.30603], [2.81146, -0.46695, -0.06461], [2.94588, 0.86220, 0.11257], [4.14357, -1.57196, -0.01894], [4.32426, -5.71227, -1.76246], [4.85817, -4.04956, -2.00446], [3.24516, -4.53388, -2.52606], [4.18288, -4.52173, 0.40397], [2.55767, -4.90821, -0.13052], [2.09987, 1.38763, 0.26707], [3.77922, 1.21534, 0.54966]],
  "forces_ev_per_a": [[-0.2, 0.0, 0.9], [0.0, 0.0, 0.0], [-0.1, 0.0, 0.2], [0.0, -0.1, 0.0], [0.0, 0.0, -0.1], [0.0, 0.0, 0.0], [0.1, 0.1, -0.3], [0.1, 0.0, 0.3], [-0.1, -0.1, -0.3], [-0.3, -0.4, 0.0], [0.3, 0.4, 0.3], [-0.1, -0.1, 0.3], [0.1, 0.1, 0.0], [-0.2, -0.2, -0.2], [0.0, 0.0, 0.0], [-0.1, 0.1, 0.1], [0.0, 0.0, 0.0], [0.0, 0.0, 0.0], [0.0, 0.0, 0.0], [0.0, 0.1, 0.1], [0.0, -0.1, -0.1], [0.1, 0.0, -0.1], [0.0, 0.0, 0.0], [0.0, 0.1, -0.1], [-0.1, -0.2, 0.0], [0.0, 0.2, 0.0], [0.1, 0.1, 0.2], [0.1, -0.1, 0.0], [0.0, -0.1, -0.2], [-0.2, 0.1, 0.1], [0.0, -0.1, -0.2], [0.1, 0.2, 0.2], [0.0, 0.2, -0.1], [-0.1, 0.0, 0.0], [-0.1, -0.1, 0.0], [0.2, 0.0, 0.0], [0.0, 0.1, 0.0], [-0.1, 0.0, 0.1], [-0.1, 0.0, 0.1], [0.1, -0.1, -0.1], [0.0, 0.1, 0.0], [-0.1, 0.0, 0.0], [0.0, 0.0, 0.1], [0.1, -0.1, 0.0], [0.0, 0.0, 0.0], [0.0, 0.0, 0.0], [0.0, 0.0, 0.0], [0.1, 0.0, 0.0], [0.0, 0.0, -0.1], [0.0, 0.0, 0.0], [0.0, -0.1, 0.1], [-0.1, -0.1, 0.0], [0.0, -0.1, 0.0], [0.0, 0.0, 0.0], [-0.3, 0.9, -0.5], [0.4, -0.4, 0.3], [0.0, -0.2, -0.1], [0.1, 0.0, 0.3], [0.0, -0.1, -0.2], [-0.1, 0.3, 0.1], [-0.1, 0.0, -0.3], [0.0, 0.0, 0.0], [0.0, 0.0, 0.0], [0.0, 0.0, 0.1], [0.0, 0.0, 0.0], [0.0, 0.0, 0.0], [0.0, 0.0, 0.0], [0.0, 0.1, -0.1], [0.1, 0.1, 0.1], [-0.2, 0.1, -0.1], [0.0, -0.4, -0.4], [0.0, -0.1, 0.1], [0.1, -0.1, 0.1], [0.3, 0.0, 0.0], [0.0, 0.0, 0.0], [0.0, 0.0, 0.0], [0.0, 0.0, 0.0], [0.0, 0.0, 0.0], [0.0, 0.0, 0.0], [0.0, 0.0, -0.1], [0.0, 0.0, 0.0]]
}